1.
ORCA calculation (ωB97M-V/def2-TZVPD) on a molecular structure, C48H47IrN3SSi in a non-equilibrium geometry.

Properties
Max |F| (Eh/bohr): 0.036
ΔE to the lowest compared entry with this formula, charge and spin (eV): 2.3063
Net charge: +1
Molecular weight (Da): 918.30

Structure (XYZ):
```
101
C48H47IrN3SSi ωB97M-V/def2-TZVPD
C 1.06479 -0.10268 3.33548
H -1.73783 1.75328 2.76110
H 0.75796 3.87395 -1.55583
C -2.52375 -1.69141 -2.33625
C -4.96926 -0.77266 -3.21489
H -1.25462 1.06026 -4.75556
H 0.04629 -0.24450 3.68135
H 3.00022 1.16963 -2.06854
C -3.65288 -0.98440 2.42902
C 1.45043 3.04287 -1.52997
H -0.12545 -2.42156 -0.44622
H 1.31310 2.45302 -2.43727
C 1.29312 2.20020 -0.29108
C -3.01829 -1.22012 1.28643
H -4.69258 5.40042 0.35970
H 4.22835 1.36119 -0.82437
Si -2.44414 0.06324 0.01319
H 3.51456 -0.21949 -1.11924
C -3.23042 1.78218 0.15887
C -0.73385 -2.73021 2.74961
C 0.22094 -0.51711 -4.67335
H -0.79905 3.22888 2.94810
S 0.41020 -0.86403 -6.35967
H -2.41078 -1.57540 -6.51723
H -4.28053 -5.48279 1.48872
C -4.02970 -1.99929 3.48110
H -1.46222 3.64151 0.99688
C -2.96760 -2.94648 4.03662
C -5.28516 -2.71451 3.00487
H -0.04186 4.60400 0.58055
H -0.39188 1.81076 3.88831
H 1.01392 -2.04268 0.84430
H -6.22228 -2.32821 3.38634
C 3.29866 0.84551 -1.07618
C -3.31327 0.06867 -7.58024
H -6.27722 -4.14668 1.88944
C -0.57533 3.67314 0.37210
H -3.60696 1.76138 2.27979
C -2.98372 -3.93153 1.15877
C -4.37730 -0.21752 -2.08983
N 0.02758 -0.15584 -1.90588
C -0.98551 -2.43706 1.47526
C 0.21501 1.71222 1.82465
C -3.35511 2.59072 -0.97571
H -1.34973 1.31200 -2.31643
H 3.38751 -0.70379 2.50646
C 3.24504 -0.59301 1.43628
C -0.73592 2.14342 2.91535
C -2.25722 -0.62353 -7.00553
N -3.94496 -4.21334 6.07896
C 1.00018 -1.26932 -3.78113
H -1.87904 2.71638 -8.78008
C -2.40116 -2.55769 0.91993
C -4.15476 -4.40697 1.56604
H -2.30417 -2.55466 -0.16724
H -1.56717 -2.07989 -2.01231
H 1.68099 -2.02805 -4.14222
H 4.19844 -0.29263 1.00951
C -3.11218 -2.26078 -3.45721
H -2.27098 -4.68294 0.82599
C 2.23902 1.14488 -0.04964
C 2.18115 0.42356 1.12630
N -3.17250 1.23846 -8.19736
H 0.30142 -2.73641 3.07159
H -3.07277 2.20071 -1.94634
C -0.99769 -0.04638 -7.07156
C -4.28193 4.40113 0.30655
H 0.14222 1.63545 -7.78080
C -4.33545 -1.79320 -3.90795
H -2.61328 -3.07672 -3.96578
H -4.91241 0.55473 -1.55400
C -0.62661 0.44239 -4.12998
C -3.86277 3.87904 -0.90800
C -3.12476 -0.64590 -1.62859
C -3.50271 -3.66942 5.16783
C 1.11346 0.66258 2.04650
H -4.52548 4.00216 2.40174
C -0.69206 0.58288 -2.76326
H -0.92346 3.69994 -0.65543
Ir -0.06419 0.19011 0.09856
H -4.02593 0.00758 2.63993
C -3.66458 2.33511 1.36815
C 0.87864 -1.06074 -2.43227
C -1.66866 -3.19515 3.77863
H -4.31728 -0.33623 -7.55021
H -5.93667 -0.41346 -3.54098
H 2.46012 3.45541 -1.56793
H -4.79988 -2.23999 -4.77804
H 1.52144 -1.07861 3.24082
C -5.31134 -3.72232 2.14186
H 1.62349 0.44946 4.09711
H -3.94536 4.46919 -1.81189
H 1.46182 -1.64034 -1.73157
H -4.34353 -1.42434 4.35746
C -0.83011 1.16923 -7.71216
H 2.99452 -1.57740 1.03176
C -1.95796 1.76662 -8.26481
C 0.32593 2.48953 0.62179
H -1.21126 -3.87984 4.48684
C -0.01354 -1.88615 0.50145
C -4.18849 3.61900 1.44737
```

These are the Mulliken partial charges, in e, on atoms 1 to 99: -2.68 0.29 0.50 0.15 -0.98 0.51 0.60 0.42 0.17 -1.96 0.92 0.22 1.38 0.62 0.41 0.46 -0.65 0.60 1.99 -0.68 0.65 0.47 -0.24 0.43 0.44 -0.15 0.36 0.47 -0.89 0.39 0.55 0.51 0.47 -2.55 -0.45 0.50 -2.50 -0.02 -1.21 -0.62 0.76 -0.56 1.01 -0.65 -0.27 0.43 -2.12 -2.24 0.11 -0.60 -1.67 0.38 1.82 -0.87 -0.77 0.38 0.51 0.52 -1.28 0.44 1.53 0.38 -0.58 0.62 0.53 0.10 -0.81 0.43 -0.66 0.53 0.43 -0.44 -0.74 0.91 -0.75 1.85 0.45 -0.44 0.58 1.03 0.24 -0.74 -0.19 -0.66 0.40 0.50 0.42 0.52 0.50 -0.55 0.40 0.51 0.40 0.73 -0.08 0.29 -0.38 1.00 0.52

---

2.
ORCA calculation (ωB97M-V/def2-TZVPD) on a molecular structure, C48H48N4O2SbW.

Properties
Max |F| (Eh/bohr): 0.009
Multiplicity: 3
ΔE to the lowest compared entry with this formula, charge and spin (eV): 0.1998
Net charge: +3
Molecular weight (Da): 1018.54

Structure (XYZ):
```
104
C48H48N4O2SbW ωB97M-V/def2-TZVPD
C 3.87721 -2.87791 2.89741
C -4.12616 0.55443 -0.51394
C -2.27685 -3.54397 -2.92713
C 1.10995 -3.04034 0.41843
H 4.98313 2.38726 -0.57911
H -2.14669 1.16363 -2.16520
H 3.53201 0.48050 -1.06015
C -2.00982 3.78882 1.12717
C 2.64475 -0.45362 -5.02143
H 1.51559 4.89983 -0.81694
C 4.07802 -1.68620 -3.55424
H 4.40487 -3.51290 3.59472
H 1.87929 5.35110 3.08425
N 1.78349 1.58060 -1.21335
C 4.23795 -1.52957 2.76132
H -0.35285 4.00898 -1.90261
C 2.53098 -1.19321 1.10983
H -2.06661 -2.04729 0.34437
H -2.35130 3.01747 0.43357
H -2.75378 3.84228 1.92463
C 1.98100 3.24175 2.68664
C 1.25248 2.81767 -1.18773
C -0.11358 2.95492 -1.77165
C -4.15417 0.81640 0.96475
N 1.93416 -0.96291 -2.80941
H 1.78689 1.18258 2.17297
H -0.38670 5.59587 2.16643
C -1.19272 -2.90787 -2.36125
H 3.94933 4.66153 -0.33058
C -0.01933 2.26842 1.72936
C 3.85405 -1.09390 -4.78806
H -3.90244 -0.76876 -3.93160
C 3.09380 -1.60187 -2.59341
W 0.56955 -0.38831 -1.17862
C -1.01201 -3.24476 3.27687
C -2.99293 0.84741 1.73352
H 0.38553 -4.66358 1.58459
H 1.39704 -5.14088 0.22564
H 3.84056 0.35373 1.80056
C 1.36289 4.48514 2.69110
C -2.03664 -0.84849 -2.89831
N -0.25540 0.78310 -3.00880
H -2.60332 -3.47966 1.22348
H -2.13744 1.12666 3.69867
C 0.32136 0.14450 -4.24060
H 0.92751 2.44163 -3.57296
H 1.31151 -1.73973 5.22362
C -3.04254 1.11169 3.10051
H -2.02601 4.74462 0.60272
H -0.89411 2.53177 -1.13628
H 2.43655 0.00316 -5.98012
C -0.56571 -1.02210 2.49133
C -5.42473 1.32848 2.96318
C 1.29186 2.14484 2.19803
C 3.57484 -0.69228 1.88720
H 4.60913 -1.13180 -5.56260
H -0.27116 -4.59619 -0.05919
H 5.04874 -1.13404 3.36037
C 0.60109 -1.88434 4.41999
H -2.16207 1.00877 -3.92222
H -0.31851 -0.68321 -4.54499
H 3.22710 -2.03628 -1.61042
C -1.27617 -2.22429 2.36473
C 2.85151 -3.37703 2.14150
C 3.92196 2.54177 -0.71471
H -4.17664 -3.25383 -3.89711
H -0.38145 -3.47570 -1.94725
H -1.57102 -4.17155 3.20513
C -3.30444 -2.78432 -3.46120
H -6.38107 1.51305 3.43401
H 0.09982 -3.89194 4.99071
C -0.63319 3.52584 1.68497
C 1.69997 -0.41160 -4.01479
C -4.26028 1.35788 3.71656
C -3.16176 -1.40768 -3.46843
H 5.00189 -2.20377 -3.33699
C 0.35096 -0.85285 3.52478
H -3.43405 -0.25664 -0.75520
Sb -1.00211 0.49971 1.07327
C -0.04873 2.26659 -3.12307
C -2.35720 -2.42369 1.33215
H -0.80167 2.65050 -3.81348
O 0.52908 -2.31672 -0.45093
N -1.07758 -1.56888 -2.30017
H 2.98780 3.12733 3.06825
C 1.99904 3.93294 -0.84932
H -6.28282 1.02885 1.02538
C -1.73437 0.60210 -3.00252
C 3.34847 3.79951 -0.59063
C 0.61898 -4.44280 0.54259
H -4.29615 1.56463 4.77779
C 3.11132 1.47062 -1.00432
H -2.30581 -4.62427 -2.95186
H -3.82527 1.45555 -1.05941
C -5.36734 1.05620 1.60431
H -5.11171 0.27345 -0.88313
H -3.27174 -1.90383 1.62748
C 0.08249 4.61860 2.18065
O 1.87592 -0.35402 0.32364
C 2.16738 -2.54865 1.22068
C -0.07752 -3.08662 4.28965
H 2.56696 -4.41561 2.24318
H 0.86881 0.08459 3.65897
H 0.31913 0.86306 -5.06017
```

These are the Mulliken partial charges, in e, on atoms 1 to 99: -1.13 -0.73 -1.21 1.11 0.58 0.05 0.29 -1.76 -1.14 0.58 -1.09 0.51 0.45 0.82 -0.90 1.13 0.27 -0.06 -0.06 0.44 -1.22 0.78 0.15 0.77 0.37 -0.34 0.53 -0.81 0.50 1.12 -0.53 0.66 -0.05 1.03 -0.71 1.04 0.56 0.53 0.50 -0.98 0.23 -0.35 0.61 0.38 -1.44 0.72 0.56 -1.05 0.57 -1.37 0.56 1.22 -0.87 0.15 -0.25 0.48 0.28 0.50 -0.88 0.89 0.38 0.49 0.12 -0.94 -1.01 0.53 0.76 0.54 -0.82 0.43 0.47 1.28 1.20 -0.89 -0.98 0.52 -0.84 -0.45 1.14 -1.50 -1.53 0.54 0.41 1.06 0.51 -0.90 0.47 -1.18 -0.95 -2.46 0.51 -0.47 0.53 0.40 -0.75 0.62 0.33 -0.68 1.77

---

Look up the net charge of the second one. +3

---

Which value of net charge does entry 1 give? +1

---

Which value of net charge does entry 1 give? +1

---

max |F| of number 1 (C48H47IrN3SSi)? 0.036 Eh/bohr